Record 1
Here is one molecule with the formula C6H9BrO2 from the Open Molecules 2025 dataset. Energies are from ωB97M-V with the def2-TZVPD basis set.

```
18
C6H9BrO2 | the Open Molecules 2025 dataset | ωB97M-V with the def2-TZVPD basis set
Br 3.3721 0.3709 -0.0918
O 0.3641 1.1704 0.2953
O -0.4370 -1.0085 0.1655
C 1.8196 -0.6913 -0.1307
C -1.0007 1.2445 0.4181
C -1.4312 -0.2155 0.6810
C -1.6692 1.9079 -0.7153
C 2.1020 -2.2350 -0.2823
C 0.6502 -0.1893 0.1812
H 1.5834 -2.8188 0.3696
H -1.5787 1.3741 -1.6987
H -1.4515 -0.3076 1.7994
H 3.1257 -2.3616 0.1165
H -2.5933 2.1338 -0.5442
H -2.4034 -0.4978 0.3092
H -1.2381 1.8193 1.3274
H -1.1341 2.8985 -0.8088
H 1.9201 -2.5940 -1.3912
```

Values from the calculation:
Multiplicity   1
E_HOMO   -8.208 eV
SMILES   C/C(Br)=C1\OC[C@H](C)O1

=====

Record 2
Here is C6H9CdFO18S3 as an isolated structure from the Open Molecules 2025 dataset. Energies are from ωB97M-V with the def2-TZVPD basis set.

```
38
C6H9CdFO18S3 | the Open Molecules 2025 dataset | ωB97M-V with the def2-TZVPD basis set
Cd -0.0325 0.6952 -0.5631
S -2.0022 0.2550 -2.1057
S 1.9625 -0.0917 1.7564
S -0.3427 2.7788 0.9194
F -1.1632 -0.1539 4.8889
O 0.5792 2.5691 -0.1900
O -1.4094 -0.6319 -1.0909
O 0.3722 2.8015 2.1700
O 2.7296 -1.4268 -2.9601
O -1.1667 1.4351 -2.0919
O -3.1501 -0.7865 2.8339
O 2.8508 -1.2229 1.8375
O 1.3236 0.1074 -1.9402
O 2.5999 1.1919 1.7571
O -1.0732 1.5603 0.8317
O -2.0715 -0.3824 -3.4086
O -3.4099 0.5694 -1.9769
O 1.2474 0.1144 2.9948
O 1.0193 -0.2369 0.6677
O -2.1414 -2.1065 4.2053
O -4.3667 -2.4678 3.8248
O -1.1169 3.9533 0.7521
O 1.7806 0.0811 -4.2111
C 1.9337 -0.3891 -2.9496
C -3.3341 -1.8317 3.6476
C 2.7500 -2.2501 -1.8267
C -1.2361 -1.0294 3.9500
C -1.8192 -0.3790 2.7918
C 1.0786 1.2694 -4.5108
H 1.0364 2.1421 -3.8592
H 0.0238 1.0459 -4.6706
H 1.7847 -2.5068 -1.3903
H 1.4763 1.6176 -5.4641
H 3.1949 -3.1922 -2.1470
H -1.6650 0.6940 2.9063
H -1.2666 -0.5383 1.8658
H -0.2495 -1.4354 3.7270
H 3.2731 -1.8222 -0.9715
```

Values from the calculation:
Total charge   -3
Multiplicity   2
<S²>   0.7562
E_HOMO (alpha / beta)   0.717 / 1.689 eV

=====

Record 3
Here is one molecule with the formula C6H9Cl from the Open Molecules 2025 dataset. Energies are from ωB97M-V with the def2-TZVPD basis set.

```
16
C6H9Cl | the Open Molecules 2025 dataset | ωB97M-V with the def2-TZVPD basis set
Cl -0.1137 1.8292 1.8529
C 0.9703 0.3602 -0.1981
C 0.5582 -0.8665 0.0816
C -0.2037 1.0722 0.2178
C -0.7635 -0.4714 0.5776
C 1.0646 -2.2496 0.0008
C -0.9311 1.9769 -0.7079
H -0.6608 3.0545 -0.3877
H -1.5425 -0.7589 -0.0816
H 1.8651 0.6820 -0.7515
H 1.1666 -2.6698 1.0802
H 0.3516 -2.6964 -0.6215
H -1.0389 -0.7197 1.7041
H -2.0526 1.9200 -0.6121
H 2.0061 -2.2901 -0.4709
H -0.6758 1.8272 -1.6837
```

Values from the calculation:
Multiplicity   1
E_HOMO   -9.396 eV
SMILES   CC1=C[C@](C)(Cl)C1

=====

Record 4
Here is a 6-piece molecular cluster, C6H9Cl15 overall from the Open Molecules 2025 dataset. Energies are from ωB97M-V with the def2-TZVPD basis set.

```
30
C6H9Cl15 | the Open Molecules 2025 dataset | ωB97M-V with the def2-TZVPD basis set
Cl 7.3144 2.1402 -11.9049
Cl 12.4871 0.4371 -8.2988
Cl 8.7916 4.5564 -11.2623
Cl 10.0421 6.5043 -8.4008
Cl 11.1176 -0.4877 -10.6660
Cl 10.9893 4.3923 -14.4759
Cl 14.4665 8.8080 -11.7377
Cl 13.7241 7.1635 -14.0884
Cl 12.1050 6.2483 -10.3762
Cl 13.0154 2.5842 -13.5053
Cl 11.9828 8.5988 -8.7340
Cl 13.7642 1.3714 -17.0448
Cl 10.7743 2.2248 -9.7447
Cl 6.5042 4.6639 -13.0960
Cl 12.7405 4.0571 -17.5920
C 7.8668 3.6938 -12.5009
C 12.3374 2.3644 -17.3294
C 12.3017 4.1841 -13.3376
C 11.0519 7.3611 -9.5299
C 13.6371 8.7572 -13.3093
C 11.8933 0.8850 -9.8755
H 10.4278 7.8364 -10.2668
H 11.9305 4.2987 -12.3296
H 13.0800 4.8971 -13.5661
H 11.6900 2.3245 -16.4638
H 8.5211 3.5288 -13.3406
H 12.7209 1.1918 -10.4866
H 12.5935 8.9923 -13.1523
H 11.8339 1.9986 -18.2118
H 14.1002 9.4962 -13.9448
```

Values from the calculation:
Multiplicity   1
E_HOMO   -10.830 eV
SMILES   ClC(Cl)Cl.ClC(Cl)Cl.ClC(Cl)Cl.ClCCl.ClCCl.ClCCl

=====

Number 1: F_max 6.8 eV/A, total energy -80503.299 eV. Number 2: F_max 9.1 eV/A, total energy -83003.519 eV. Number 3: F_max 4.4 eV/A, total energy -18888.308 eV. Number 4: F_max 0.6 eV/A, total energy -194204.256 eV.